Record 1
ORCA calculation (ωB97M-V/def2-TZVPD) on a cluster of 2 separate species, C4H12 in total in a non-equilibrium geometry.

Each line ends with the Mulliken charge.
Atoms and positions in Å:
C  1.58  0.33  2.26  -0.786
C  0.22  -0.32  2.20  -0.779
H  2.31  -0.21  1.73  0.291
H  1.57  1.41  1.89  0.243
H  2.05  0.22  3.32  0.257
H  -0.57  0.12  2.72  0.353
H  0.20  -1.23  2.71  0.378
H  -0.02  -0.60  1.20  0.054
C  -1.16  -0.31  -1.64  -0.834
C  -0.62  0.36  -2.96  -0.750
H  -1.11  0.45  -0.80  0.212
H  -2.19  -0.64  -1.77  0.326
H  -0.58  -1.11  -1.26  0.281
H  -1.57  0.83  -3.31  0.207
H  -0.35  -0.34  -3.66  0.308
H  0.24  1.03  -2.61  0.236

Output
- HOMO-LUMO gap: 12.738 eV
- Molar mass: 60.14 g/mol
- HOMO: -11.66 eV
- LUMO: 1.079 eV
- Multiplicity: 1
- SMILES: CC.CC

---

Record 2
ORCA calculation (ωB97M-V/def2-TZVPD) on a cluster of 2 separate species, C4H12 in total in a non-equilibrium geometry.

Each line ends with the Mulliken charge.
Atoms and positions in Å:
C  -0.41  -2.09  0.61  -0.601
C  0.94  -1.98  -0.06  -0.868
H  -1.02  -1.24  0.32  0.079
H  -0.89  -3.02  0.31  0.294
H  -0.37  -2.10  1.70  0.251
H  1.47  -2.94  -0.14  0.328
H  0.89  -1.60  -1.09  0.246
H  1.67  -1.37  0.46  0.272
C  0.22  2.19  -0.82  -0.756
C  -0.79  1.92  0.31  -0.763
H  0.09  3.14  -1.32  0.310
H  1.25  2.12  -0.44  0.240
H  0.21  1.37  -1.55  0.217
H  -0.36  1.89  1.30  0.270
H  -1.53  2.71  0.26  0.320
H  -1.37  1.02  0.15  0.161

Output
- HOMO-LUMO gap: 12.841 eV
- Molar mass: 60.14 g/mol
- HOMO: -11.66 eV
- LUMO: 1.181 eV
- Multiplicity: 1
- SMILES: CC.CC

---

Record 3
ORCA calculation (ωB97M-V/def2-TZVPD) on a cluster of 2 separate species, C4H12 in total in a non-equilibrium geometry.

Each line ends with the Mulliken charge.
Atoms and positions in Å:
C  2.04  2.21  0.07  -0.820
C  0.62  1.88  0.42  -0.623
H  1.92  3.09  -0.52  0.236
H  2.62  2.51  0.96  0.238
H  2.52  1.34  -0.33  0.313
H  -0.09  2.73  0.36  0.331
H  0.45  1.71  1.50  0.297
H  0.16  1.09  -0.24  0.037
C  -1.23  -2.81  -0.17  -0.885
C  -1.46  -1.31  -0.32  -0.690
H  -0.18  -3.07  -0.32  0.275
H  -1.43  -3.21  0.86  0.237
H  -1.65  -3.45  -0.94  0.285
H  -1.95  -0.72  0.49  0.345
H  -1.83  -0.99  -1.27  0.337
H  -0.43  -0.93  -0.40  0.087

Output
- HOMO-LUMO gap: 12.223 eV
- Molar mass: 60.14 g/mol
- HOMO: -11.10 eV
- LUMO: 1.122 eV
- Multiplicity: 1
- SMILES: CC.CC